# 1
This record from OMol25 describes C5H14CeN3S as an isolated structure. The level of theory is ωB97M-V/def2-TZVPD.

## Properties
HOMO-LUMO gap (alpha / beta) (eV): 7.00 / 6.99
Highest occupied orbital energy (alpha / beta) (eV): -10.9 / -10.9
Total charge: +1
LUMO (alpha / beta) (eV): -3.9 / -3.9

Geometry (Å):
C: -0.4074 -2.2549 1.8452
Ce: 0.0480 -0.3960 0.8674
N: 0.8369 1.7178 -0.7493
H: -1.2214 0.1137 -0.5335
H: 0.0591 2.3817 -0.8220
H: -0.1168 -1.1464 -0.9727
H: -0.5642 -3.0956 0.8802
H: -1.3267 -1.9250 2.3951
H: 0.5962 -2.4137 2.2890
H: 1.6556 2.2856 -0.5376
H: 0.9746 1.3789 -1.7077
C: -2.0732 3.6152 0.6780
N: -0.9322 3.1272 1.4495
C: 0.1691 3.8475 1.7796
C: 0.9403 3.1001 2.5466
N: 0.3731 1.8656 2.6506
C: -0.8583 1.8803 2.0155
S: -2.0366 0.6421 2.0305
H: -1.7235 4.0973 -0.2522
H: -2.7477 2.7952 0.4293
H: -2.6241 4.3728 1.2582
H: 0.2797 4.9362 1.4083
H: 1.9386 3.3617 3.0697
H: 0.5519 1.2382 3.4307

Forces on the atoms, in the same order (eV/Å):
C -0.6076 -2.8916 -2.3747
Ce 1.1147 0.3499 -3.6509
N 0.1787 0.4437 -0.3132
H 0.0069 -0.1379 0.3440
H 0.2298 -0.4081 0.0132
H 0.4030 0.1175 0.3145
H 0.1798 2.3834 2.9642
H 0.9891 -1.1917 0.1041
H -0.8184 -0.3649 0.6415
H 0.0240 -0.0082 -0.0740
H -0.1054 -0.1018 0.3909
C -0.2184 0.6470 -0.3239
N -1.1729 -1.8358 -0.0540
C -0.0297 3.6965 -1.3328
C 4.0182 0.7862 1.7636
N -1.1998 -0.8606 0.3959
C -0.5786 1.1905 0.4874
S -0.5828 1.3931 0.7645
H -0.0570 -0.2905 0.4188
H 0.2422 -0.0069 0.1133
H 0.2352 -0.3506 -0.1210
H -0.0954 -2.1833 0.8475
H -2.0279 -0.5693 -1.1376
H -0.1277 0.1937 -0.1813

***

# 2
This record from OMol25 describes a 2-piece molecular cluster, C5H14ClN2O5PS overall. The level of theory is ωB97M-V/def2-TZVPD.

## Properties
HOMO-LUMO gap (eV): 9.03
Structure (SMILES): N=[PH2]CO[C@H](Cl)CN.O=S1(=O)OCCO1
Highest occupied orbital energy (eV): -8.5
LUMO (eV): 0.5

Geometry (Å):
N: -0.4524 -2.4309 0.9501
P: 0.0329 -0.9505 0.7404
C: 1.4214 -0.7489 -0.4605
O: 2.1688 -1.9409 -0.5371
C: 3.4474 -1.8864 0.0386
Cl: 4.1298 -3.5223 -0.1866
C: 3.4914 -1.5720 1.5148
N: 4.8710 -1.3996 2.0174
H: 0.1073 -3.0855 0.4139
H: -1.0014 -0.1292 0.2555
H: 0.4093 -0.3658 1.9694
H: 2.0150 0.1353 -0.2549
H: 0.9554 -0.5812 -1.4269
H: 4.0946 -1.2249 -0.5317
H: 2.9621 -0.6528 1.7278
H: 3.0187 -2.3698 2.0726
H: 5.1040 -0.4131 1.9886
H: 5.5328 -1.8412 1.3872
O: -1.8531 2.4995 0.4422
S: -2.4903 2.8918 -0.7625
O: -1.8898 3.8109 -1.6562
O: -3.9748 3.3724 -0.4075
C: -4.9390 2.6004 -1.1385
C: -4.2728 1.2526 -1.3258
O: -2.8997 1.5806 -1.5870
H: -5.1311 3.0921 -2.0936
H: -5.8579 2.5376 -0.5636
H: -4.6752 0.6958 -2.1662
H: -4.3246 0.6460 -0.4198

Forces on the atoms, in the same order (eV/Å):
N 0.3147 0.4446 -0.2753
P -0.5513 -1.5205 0.3851
C -0.3706 0.2862 -0.0464
O 0.0707 -0.0395 0.1167
C -0.1507 -0.3809 -0.1162
Cl 0.0783 -0.0229 -0.1474
C 0.8217 0.0299 0.4636
N -0.2350 0.3721 -0.4162
H -0.0748 -0.1341 0.1079
H 0.3245 0.4576 0.0845
H 0.0337 0.4668 -0.2249
H 0.2816 0.1859 0.1420
H -0.0775 -0.0738 -0.2334
H 0.0874 0.2593 -0.0854
H -0.3034 0.2489 -0.0317
H -0.3017 -0.2335 -0.0059
H 0.0393 -0.0328 0.1082
H -0.0299 -0.2722 0.1653
O 0.1752 0.1139 0.1096
S -0.4049 -0.1829 -0.0950
O 0.1784 -0.0021 0.0038
O 0.1460 -0.1857 0.0628
C -0.1041 0.0133 -0.2612
C -0.1118 -0.1320 0.2502
O -0.0303 0.2455 -0.0922
H 0.0054 -0.0134 0.0045
H 0.0586 0.0860 0.1295
H 0.1441 0.0083 -0.0937
H -0.0135 0.0080 -0.0087

***

# 3
This record from OMol25 describes a 2-piece molecular cluster, C5H14FN3O overall. The level of theory is ωB97M-V/def2-TZVPD.

## Properties
HOMO-LUMO gap (eV): 8.60
Highest occupied orbital energy (eV): -8.6
LUMO (eV): 0.0

Geometry (Å):
C: -2.3333 1.5440 0.8169
C: -2.3652 0.0115 0.7214
C: -0.9857 -0.6349 1.0218
C: -0.5144 -1.3889 -0.2123
O: 0.9016 -1.6074 -0.1844
N: 1.4885 -1.2206 -1.4134
C: 2.0285 0.0425 -1.0849
N: 3.2763 0.1626 -0.6800
N: 1.2278 1.1305 -1.1931
H: -3.1214 1.9964 0.2121
H: -2.4173 1.8515 1.8576
H: -1.3902 1.8998 0.3938
H: -2.7103 -0.2810 -0.2760
H: -3.1158 -0.3780 1.4123
H: -1.1501 -1.3288 1.8469
H: -0.2458 0.1051 1.3246
H: -1.0550 -2.3424 -0.2696
H: -0.7777 -0.8461 -1.1210
H: 2.2911 -1.8059 -1.6311
H: 3.7294 -0.7299 -0.5445
H: 3.3487 0.7398 0.1686
H: 1.0952 1.6813 -0.3588
H: 0.8331 1.4302 -2.0640
F: 1.9620 -0.0312 1.2572

Forces on the atoms, in the same order (eV/Å):
C 0.0755 -0.4411 -0.4411
C 0.0849 0.1293 0.0523
C -0.8190 0.0340 -0.0580
C -0.3801 0.0016 -0.0283
O -0.5358 -1.0839 -0.7476
N 0.8102 0.9282 -1.2174
C -0.1795 0.4489 0.9504
N 0.2621 -0.5530 -0.7686
N -0.0508 -0.0828 0.7173
H -0.1532 0.0464 0.2769
H 0.0892 0.2320 -0.0716
H 0.0125 0.1236 0.1837
H 0.0479 -0.0050 0.0089
H -0.0207 0.0411 -0.0358
H 0.4735 -0.0279 0.0460
H 0.1149 -0.1387 -0.0063
H 0.2953 -0.1370 -0.0695
H 0.1868 0.1416 0.0572
H -0.4498 -0.7354 0.4185
H -0.0237 0.0240 0.4143
H -0.1102 0.1718 -0.0615
H 0.4125 0.2228 -0.0477
H -0.4090 -0.4929 -0.0046
F 0.2664 1.1522 0.4325

***

# 4
This record from OMol25 describes C5H14FeN3 as an isolated structure. The level of theory is ωB97M-V/def2-TZVPD.

## Properties
2S+1: 5
HOMO-LUMO gap (alpha / beta) (eV): 2.75 / 6.21
Highest occupied orbital energy (alpha / beta) (eV): 0.7 / -2.9
Total charge: -1
LUMO (alpha / beta) (eV): 3.5 / 3.3
<S²>: 6.044

Geometry (Å):
C: 0.8921 -1.3191 -1.8896
Fe: 0.0841 -0.4887 -0.3137
N: -0.6705 1.1659 0.7696
H: -1.2429 -0.4353 -1.1726
H: -1.3091 0.8509 1.5075
H: 0.6818 -0.1151 -1.6435
H: 0.4415 -1.4941 -2.8634
H: 0.4170 -2.0487 -1.1934
H: 1.9687 -1.4802 -1.8979
H: 0.1105 1.6363 1.2383
H: -1.1683 1.8734 0.2233
C: 3.0817 -1.5427 0.9065
C: 1.7780 -1.9043 1.4943
N: 0.5421 -1.4856 1.1727
C: -0.3570 -2.0805 2.0884
C: 0.3608 -2.8965 2.9064
N: 1.6901 -2.7676 2.5130
H: 3.7994 -1.3165 1.7090
H: 3.4799 -2.3782 0.3088
H: 2.9859 -0.6585 0.2620
H: -1.4177 -1.8775 2.0838
H: 0.0447 -3.5450 3.7042
H: 2.4947 -3.2360 2.9168

Forces on the atoms, in the same order (eV/Å):
C 0.8626 -0.0078 -0.4317
Fe -2.7059 1.9180 0.2779
N 0.2693 1.1208 0.8021
H -1.5899 -0.0977 -0.5345
H 0.2550 0.0103 -0.3696
H 1.2681 -0.3171 -1.9726
H 0.0799 0.2624 -0.0972
H 0.2068 -0.3043 -0.5296
H 0.2236 -0.2283 -0.3376
H -0.3152 0.0142 0.0332
H 0.1659 -0.4354 0.0760
C 0.3885 0.1896 -0.4820
C -1.7966 -0.2305 0.3670
N 1.3394 -1.5633 3.1108
C 1.4998 -0.0669 -0.3714
C 0.6256 0.2655 -0.3661
N -0.9349 -0.2717 0.5356
H -0.1624 -0.0951 -0.1754
H -0.0728 0.2466 0.1663
H -0.0446 -0.2011 0.1507
H 0.1699 -0.0676 -0.2036
H 0.1143 0.0454 0.0350
H 0.1539 -0.1862 0.3167

***

# 5
This record from OMol25 describes a 3-piece molecular cluster, C5H14N overall. The level of theory is ωB97M-V/def2-TZVPD.

## Properties
HOMO-LUMO gap (eV): 4.51
Highest occupied orbital energy (eV): -12.2
Total charge: +1
LUMO (eV): -7.7

Geometry (Å):
C: -2.8472 -0.5857 -0.3307
C: -1.6437 -0.9748 -1.1892
C: -0.2272 -0.6602 -0.5070
C: -0.2156 0.7859 0.0684
C: -0.2020 0.8731 1.5433
N: -3.0576 0.8890 -0.3228
H: -3.6893 -1.0489 -0.8009
H: -2.6435 -0.9172 0.7108
H: -1.6298 -0.5068 -2.2221
H: -1.5863 -2.0807 -1.2250
H: 0.5876 -0.7944 -1.2367
H: -0.0393 -1.4450 0.1887
H: -2.0441 1.0204 -0.0140
H: 0.5564 1.4508 -0.3699
H: -1.1773 1.1453 1.8926
H: 0.2170 0.1007 2.1750
H: 0.4147 1.7508 1.6657
H: 12.0069 -0.7230 0.0486
H: 10.9374 0.4652 -0.4337
H: -3.7169 1.2556 0.3588

Forces on the atoms, in the same order (eV/Å):
C 0.4884 0.6926 0.4329
C 0.4971 -0.1294 -0.8491
C -0.6630 2.8068 -0.7733
C 3.8004 -5.5695 0.8893
C 0.1227 2.1305 -0.6055
N 2.3607 -1.3164 -0.8621
H -0.7578 -0.5159 0.1131
H -0.5810 -0.4682 -0.5608
H -0.3535 -0.6865 1.2452
H -0.3580 0.6204 -0.4861
H -0.5666 0.6015 -0.2874
H -0.3166 -0.0007 1.4040
H -1.2143 1.7307 -0.1418
H -1.8943 0.6277 -0.9043
H -0.6938 0.1762 0.7236
H -0.2424 -0.9096 -0.5634
H 0.0113 0.4911 0.8740
H -2.5227 2.7993 -1.1363
H 2.5226 -2.7990 1.1362
H 0.3611 -0.2817 0.3519

***

# 6
This record from OMol25 describes an isolated ion of composition C5H14N and charge +1. The level of theory is ωB97M-V/def2-TZVPD.

## Properties
HOMO-LUMO gap (eV): 11.21
Structure (SMILES): CC[C@@H](C)C[NH3+]
Highest occupied orbital energy (eV): -14.9
Total charge: +1
LUMO (eV): -3.7

Geometry (Å):
C: -2.4021 0.2565 1.0108
C: -1.5177 0.5007 -0.1709
C: -0.0569 -0.0791 0.0318
C: 0.0421 -1.4465 -0.7069
C: 1.1029 0.8204 -0.2083
N: 2.4604 0.0899 -0.0034
H: -2.3336 0.9685 1.8334
H: -2.2265 -0.7167 1.4880
H: -3.4508 0.2411 0.6978
H: -1.8832 0.0981 -1.1182
H: -1.3662 1.5661 -0.4067
H: -0.0857 -0.4857 1.0617
H: -0.9194 -1.9647 -0.6421
H: 0.7783 -2.0786 -0.2446
H: 0.2379 -1.3326 -1.7710
H: 1.1967 1.2356 -1.2139
H: 1.1324 1.5918 0.5620
H: 3.2671 0.6941 -0.1813
H: 2.5909 -0.6252 -0.7225
H: 2.3843 -0.3400 0.9155

Forces on the atoms, in the same order (eV/Å):
C -1.0810 -0.5503 0.5439
C 2.3381 1.1017 -0.9289
C -1.6607 -2.8262 0.3809
C -0.4797 0.7997 -0.3885
C 0.9976 0.6223 0.1765
N -0.9592 -0.0419 -1.0258
H 0.2756 0.2764 -0.2673
H 0.0583 -0.0119 -0.3350
H 0.1162 0.0987 0.0882
H -0.2337 -0.2040 0.2699
H -0.4950 -0.0193 0.3439
H 0.5119 1.0026 0.1072
H 0.1968 0.0634 0.1612
H 0.4556 -0.4834 0.0336
H 0.1709 -0.0014 -0.2068
H -0.4143 0.0909 0.1225
H -0.0347 0.3106 -0.3577
H -0.1557 0.2439 0.8996
H -0.4192 -0.4086 0.2567
H 0.8123 -0.0630 0.1258